No. 1
The following is a quantum chemistry calculation of 4 unconnected molecules or ions with the total composition C24H20F4 at a distorted geometry, from OMol25.

For the LUMO energy, the calculation gives 0.68 eV. As for the HOMO energy: -9.23 eV. The calculation puts the HOMO-LUMO gap at 9.91 eV. As for the SMILES: Fc1ccccc1.Fc1ccccc1.Fc1ccccc1.Fc1ccccc1.

```
48
Properties=species:S:1:pos:R:3:forces:R:3:mulliken_charge:R:1
F 41.364 5.532 -16.971 -0.4 -0.1 -0.2 -0.29
C 40.031 5.586 -16.781 -1.6 0.6 0.8 0.32
C 39.542 5.764 -15.482 -1.0 -0.5 -0.3 -0.39
C 38.138 5.834 -15.269 1.5 0.1 -0.3 -0.26
C 37.228 5.772 -16.322 1.1 0.9 0.2 -0.50
C 37.721 5.728 -17.630 1.1 -0.6 0.8 -0.31
C 39.131 5.596 -17.850 -0.6 0.1 0.2 -0.35
H 40.225 5.810 -14.646 0.1 0.1 0.0 0.38
H 37.799 6.044 -14.265 -0.1 -0.2 0.1 0.34
H 36.201 5.986 -16.064 -0.2 -0.3 -0.4 0.34
H 36.975 5.758 -18.411 0.4 0.0 -0.5 0.35
H 39.583 5.553 -18.830 -0.3 0.0 -0.3 0.38
F 28.348 6.131 -20.341 0.6 0.6 -2.5 -0.30
C 28.042 6.047 -19.086 -0.7 -0.7 1.9 0.27
C 29.047 5.856 -18.174 0.3 0.0 0.1 -0.28
C 28.710 5.617 -16.855 -0.4 -0.1 0.0 -0.44
C 27.375 5.592 -16.464 -1.3 0.2 -0.2 -0.38
C 26.316 5.827 -17.386 2.4 0.1 -0.9 -0.49
C 26.715 6.035 -18.728 -1.2 0.5 1.1 -0.26
H 30.067 5.893 -18.530 0.1 -0.1 0.1 0.41
H 29.491 5.407 -16.140 0.0 0.1 0.1 0.37
H 27.144 5.424 -15.423 0.0 -0.1 0.1 0.35
H 25.262 5.894 -17.162 0.1 -0.2 0.4 0.39
H 25.974 6.319 -19.461 -0.1 -0.3 -0.2 0.37
F 32.498 12.217 -14.231 0.0 0.1 0.2 -0.30
C 31.171 12.136 -14.415 -1.4 0.0 -0.1 0.27
C 30.261 12.591 -13.458 1.8 0.0 -0.7 -0.37
C 28.921 12.408 -13.697 -0.3 0.3 0.6 -0.32
C 28.426 11.814 -14.843 0.9 -0.3 -1.4 -0.35
C 29.324 11.434 -15.893 0.0 1.0 2.8 -0.52
C 30.705 11.599 -15.595 -0.7 -0.8 -1.3 -0.25
H 30.678 13.120 -12.614 -0.3 -0.1 0.3 0.39
H 28.271 12.790 -12.924 -0.4 -0.2 -0.1 0.32
H 27.359 11.671 -14.927 0.0 0.0 -0.2 0.36
H 28.920 11.049 -16.818 0.4 -0.1 -0.1 0.40
H 31.435 11.231 -16.301 0.1 0.1 -0.2 0.36
F 18.975 6.964 -19.744 -1.3 -0.2 0.5 -0.29
C 17.819 7.540 -19.272 0.5 1.8 0.4 0.37
C 16.550 7.125 -19.628 0.5 -0.3 -1.0 -0.38
C 15.435 7.934 -19.380 -0.1 -0.6 0.2 -0.36
C 15.577 9.087 -18.649 0.3 0.5 0.4 -0.41
C 16.831 9.508 -18.280 1.1 -0.6 0.1 -0.33
C 17.971 8.735 -18.566 -0.5 0.5 0.0 -0.36
H 16.566 6.247 -20.256 -0.6 -0.2 0.0 0.37
H 14.435 7.712 -19.722 0.1 -0.6 -0.1 0.35
H 14.785 9.727 -18.288 -0.5 -0.2 -0.5 0.34
H 16.880 10.465 -17.782 0.5 0.0 0.2 0.33
H 18.945 9.124 -18.309 0.1 -0.2 -0.1 0.36
```
Positions in Å, forces in eV/Å.

No. 2
The following is a quantum chemistry calculation of a molecular structure, C24H20F4In at a distorted geometry, from OMol25.

For the LUMO energy, the calculation gives -13.22 eV. As for the HOMO energy: -14.10 eV. The calculation puts the HOMO-LUMO gap at 0.88 eV. As for the charge: +3.

```
49
Properties=species:S:1:pos:R:3:forces:R:3:mulliken_charge:R:1
In -1.901 -0.674 1.256 -0.1 0.0 0.0 1.00
F 2.716 0.688 5.934 -0.1 0.1 0.1 -0.24
C 3.612 1.479 6.490 0.8 0.7 0.9 0.45
C 4.969 1.247 6.316 1.4 -0.6 -0.8 -0.22
C 5.946 2.057 6.864 -0.2 -1.0 0.1 -0.41
C 5.580 3.121 7.659 0.2 0.3 -0.3 -0.21
C 4.217 3.396 7.789 -0.2 0.4 1.3 -0.39
C 3.248 2.557 7.323 -0.9 -0.3 -1.3 -0.33
H 5.392 0.438 5.740 -0.7 -0.4 -0.2 0.34
H 6.966 1.716 6.762 0.1 0.3 -0.1 0.37
H 6.324 3.736 8.144 0.0 0.1 0.0 0.39
H 3.968 4.230 8.429 -0.4 0.1 -0.1 0.36
H 2.189 2.743 7.424 0.0 0.2 0.3 0.39
F -2.781 -6.942 -1.067 -0.2 -0.2 -0.3 -0.24
C -2.764 -8.042 -1.806 -0.2 -0.7 -1.8 0.46
C -3.424 -8.096 -3.092 -0.2 -0.1 0.5 -0.25
C -3.375 -9.237 -3.903 1.3 1.4 0.7 -0.51
C -2.556 -10.313 -3.484 -2.0 0.2 -1.6 -0.24
C -2.014 -10.288 -2.242 1.2 0.8 2.0 -0.35
C -2.038 -9.140 -1.430 0.5 -1.8 0.5 -0.25
H -3.976 -7.203 -3.348 -0.1 0.0 -0.4 0.37
H -3.739 -9.182 -4.919 -0.4 -0.2 0.1 0.37
H -2.470 -11.198 -4.097 0.1 0.0 -0.1 0.39
H -1.482 -11.160 -1.893 0.1 0.0 0.1 0.36
H -1.494 -9.224 -0.501 -0.1 0.4 0.2 0.37
F -1.411 5.862 3.157 0.1 -0.1 0.0 -0.24
C -1.693 7.142 3.325 -0.7 0.5 0.5 0.57
C -1.233 8.062 2.389 0.0 0.9 -0.8 -0.32
C -1.494 9.422 2.533 0.3 -1.1 1.1 -0.41
C -2.251 9.839 3.659 0.2 -0.3 -0.9 -0.25
C -2.802 8.900 4.550 0.9 -0.6 -0.4 -0.39
C -2.483 7.530 4.427 -0.4 1.7 0.2 -0.37
H -0.709 7.721 1.508 0.2 -0.2 0.1 0.38
H -0.986 10.135 1.901 -0.3 0.0 -0.2 0.39
H -2.399 10.899 3.801 -0.2 0.0 0.2 0.38
H -3.388 9.350 5.338 -0.1 -0.6 0.3 0.38
H -2.825 6.835 5.180 0.0 -0.2 -0.2 0.41
F -0.246 -1.722 -5.368 0.0 0.0 -1.2 -0.25
C -0.033 -1.624 -6.705 -0.5 -1.2 0.8 0.53
C 0.436 -0.453 -7.220 0.3 1.2 0.9 -0.26
C 0.773 -0.374 -8.534 -0.9 0.5 -0.3 -0.43
C 0.504 -1.452 -9.398 0.5 0.4 0.2 -0.22
C 0.013 -2.661 -8.878 -0.1 0.5 0.2 -0.47
C -0.290 -2.720 -7.528 0.3 -0.9 -0.1 -0.29
H 0.455 0.384 -6.538 0.4 0.2 -0.1 0.36
H 1.018 0.606 -8.915 0.4 -0.1 -0.3 0.36
H 0.706 -1.229 -10.435 -0.1 -0.7 -0.2 0.38
H -0.149 -3.515 -9.519 0.0 0.0 0.0 0.39
H -0.626 -3.642 -7.078 -0.1 0.0 0.0 0.39
```
Positions in Å, forces in eV/Å.

No. 3
The following is a quantum chemistry calculation of a molecular structure, C24H20F4N8OPdS4, from OMol25.

As for the spin multiplicity: 3. For the LUMO energy (alpha / beta), the calculation gives -1.00 / -2.30 eV. As for the HOMO energy (alpha / beta): -7.42 / -8.02 eV. The calculation puts the HOMO-LUMO gap (alpha / beta) at 6.42 / 5.72 eV.

```
62
Properties=species:S:1:pos:R:3:forces:R:3:mulliken_charge:R:1
Pd 2.525 0.089 -0.650 -0.3 0.0 0.1 0.55
S 4.339 -0.663 -1.773 0.2 0.1 0.0 -0.19
S 2.288 -2.815 -3.242 0.0 -0.1 0.0 -0.15
S 3.718 -3.816 -2.438 -0.1 0.1 0.0 0.07
S 4.861 -2.487 -1.167 0.0 -0.2 -0.1 -0.08
N -0.309 4.201 -3.074 0.0 0.0 0.0 -0.32
C 0.789 4.856 -2.606 0.0 0.0 0.0 0.29
O 0.839 6.061 -2.489 0.0 0.0 0.0 -0.62
C 1.955 4.002 -2.188 0.0 0.0 0.0 0.57
C 3.192 4.614 -2.021 0.0 0.0 0.0 -0.31
C 4.275 3.844 -1.646 0.0 0.0 0.0 -0.83
C 4.086 2.494 -1.404 0.0 0.0 0.0 -0.19
N 2.885 1.911 -1.512 0.0 0.2 0.2 0.04
C 1.846 2.652 -1.917 0.0 0.0 -0.1 -0.36
H -1.045 4.780 -3.446 0.0 0.0 0.0 0.25
H -0.241 3.264 -3.431 0.0 0.0 0.0 0.21
H 3.274 5.678 -2.199 0.0 0.0 0.0 0.51
H 5.259 4.273 -1.530 0.0 0.0 0.0 0.42
H 4.902 1.846 -1.113 0.0 0.0 0.0 0.47
H 0.904 2.129 -1.993 0.0 0.0 0.1 0.10
C -1.098 1.891 4.164 0.0 0.0 0.0 -1.05
C -1.033 2.642 2.842 0.0 0.0 0.0 -0.78
N -0.757 1.765 1.706 0.0 0.0 0.0 0.36
C -1.904 1.043 1.152 0.0 0.0 0.0 -1.23
C -2.461 1.694 -0.107 0.0 0.0 0.0 -0.91
C 0.482 1.560 1.222 0.0 0.0 0.0 1.05
C 1.637 2.266 1.871 0.0 0.0 0.0 -1.73
N 0.725 0.780 0.213 0.1 0.2 -0.1 0.36
H -1.360 2.572 4.974 0.0 0.0 0.0 0.40
H -0.139 1.429 4.402 0.0 0.0 0.0 0.26
H -1.850 1.102 4.130 0.0 0.0 0.0 0.32
H -0.283 3.429 2.882 0.0 0.0 0.0 0.40
H -1.984 3.139 2.643 0.0 0.0 0.0 0.40
H -2.671 1.015 1.926 0.0 0.0 0.0 0.37
H -1.626 0.003 0.970 0.0 0.0 0.0 0.61
H -2.784 2.716 0.097 0.0 0.0 0.0 0.35
H -3.314 1.126 -0.477 0.0 0.0 0.0 0.43
H -1.711 1.738 -0.898 0.0 0.0 0.0 0.09
H 1.579 3.342 1.696 0.0 0.0 0.0 0.39
H 2.563 1.890 1.444 0.0 0.0 0.0 0.11
H 1.652 2.098 2.947 0.0 0.0 0.0 0.45
H -0.092 0.334 -0.181 0.0 -0.1 0.1 -0.29
F -0.668 -1.908 -0.525 0.1 0.0 0.0 -0.28
C -1.136 -3.130 -0.198 0.0 0.0 0.0 0.31
C -2.485 -3.293 -0.270 -0.1 0.0 0.0 0.25
F -3.211 -2.227 -0.627 0.0 0.0 0.0 -0.31
C -3.128 -4.524 0.001 0.0 0.0 0.0 0.26
C -2.229 -5.568 0.335 0.0 0.0 0.0 0.17
C -0.876 -5.393 0.417 0.0 0.1 0.0 0.07
F -0.136 -6.440 0.778 0.0 -0.1 0.0 -0.33
C -0.237 -4.156 0.168 0.0 0.0 0.0 0.59
C 1.176 -3.976 0.277 -0.1 0.1 0.1 0.21
C 1.723 -2.696 0.260 -0.3 0.0 0.1 0.55
N 2.106 -1.604 0.307 0.3 -0.3 -0.2 -0.48
C 2.105 -5.041 0.441 0.0 0.0 -0.1 -0.45
N 2.901 -5.867 0.539 0.0 0.0 0.0 -0.60
F -2.714 -6.775 0.612 0.0 0.0 0.0 -0.32
C -4.530 -4.687 -0.046 0.0 0.0 0.0 0.70
C -5.185 -5.925 0.193 0.0 0.0 0.0 -0.01
N -5.783 -6.891 0.386 0.0 0.0 0.0 -0.55
C -5.422 -3.614 -0.320 0.0 0.0 0.0 0.03
N -6.182 -2.769 -0.512 0.0 0.0 0.0 -0.60
```
Positions in Å, forces in eV/Å.

Copy entry 1 word for word.
The following is a quantum chemistry calculation of 4 unconnected molecules or ions with the total composition C24H20F4 at a distorted geometry, from OMol25.

For the LUMO energy, the calculation gives 0.68 eV. As for the HOMO energy: -9.23 eV. The calculation puts the HOMO-LUMO gap at 9.91 eV. As for the SMILES: Fc1ccccc1.Fc1ccccc1.Fc1ccccc1.Fc1ccccc1.

```
48
Properties=species:S:1:pos:R:3:forces:R:3:mulliken_charge:R:1
F 41.364 5.532 -16.971 -0.4 -0.1 -0.2 -0.29
C 40.031 5.586 -16.781 -1.6 0.6 0.8 0.32
C 39.542 5.764 -15.482 -1.0 -0.5 -0.3 -0.39
C 38.138 5.834 -15.269 1.5 0.1 -0.3 -0.26
C 37.228 5.772 -16.322 1.1 0.9 0.2 -0.50
C 37.721 5.728 -17.630 1.1 -0.6 0.8 -0.31
C 39.131 5.596 -17.850 -0.6 0.1 0.2 -0.35
H 40.225 5.810 -14.646 0.1 0.1 0.0 0.38
H 37.799 6.044 -14.265 -0.1 -0.2 0.1 0.34
H 36.201 5.986 -16.064 -0.2 -0.3 -0.4 0.34
H 36.975 5.758 -18.411 0.4 0.0 -0.5 0.35
H 39.583 5.553 -18.830 -0.3 0.0 -0.3 0.38
F 28.348 6.131 -20.341 0.6 0.6 -2.5 -0.30
C 28.042 6.047 -19.086 -0.7 -0.7 1.9 0.27
C 29.047 5.856 -18.174 0.3 0.0 0.1 -0.28
C 28.710 5.617 -16.855 -0.4 -0.1 0.0 -0.44
C 27.375 5.592 -16.464 -1.3 0.2 -0.2 -0.38
C 26.316 5.827 -17.386 2.4 0.1 -0.9 -0.49
C 26.715 6.035 -18.728 -1.2 0.5 1.1 -0.26
H 30.067 5.893 -18.530 0.1 -0.1 0.1 0.41
H 29.491 5.407 -16.140 0.0 0.1 0.1 0.37
H 27.144 5.424 -15.423 0.0 -0.1 0.1 0.35
H 25.262 5.894 -17.162 0.1 -0.2 0.4 0.39
H 25.974 6.319 -19.461 -0.1 -0.3 -0.2 0.37
F 32.498 12.217 -14.231 0.0 0.1 0.2 -0.30
C 31.171 12.136 -14.415 -1.4 0.0 -0.1 0.27
C 30.261 12.591 -13.458 1.8 0.0 -0.7 -0.37
C 28.921 12.408 -13.697 -0.3 0.3 0.6 -0.32
C 28.426 11.814 -14.843 0.9 -0.3 -1.4 -0.35
C 29.324 11.434 -15.893 0.0 1.0 2.8 -0.52
C 30.705 11.599 -15.595 -0.7 -0.8 -1.3 -0.25
H 30.678 13.120 -12.614 -0.3 -0.1 0.3 0.39
H 28.271 12.790 -12.924 -0.4 -0.2 -0.1 0.32
H 27.359 11.671 -14.927 0.0 0.0 -0.2 0.36
H 28.920 11.049 -16.818 0.4 -0.1 -0.1 0.40
H 31.435 11.231 -16.301 0.1 0.1 -0.2 0.36
F 18.975 6.964 -19.744 -1.3 -0.2 0.5 -0.29
C 17.819 7.540 -19.272 0.5 1.8 0.4 0.37
C 16.550 7.125 -19.628 0.5 -0.3 -1.0 -0.38
C 15.435 7.934 -19.380 -0.1 -0.6 0.2 -0.36
C 15.577 9.087 -18.649 0.3 0.5 0.4 -0.41
C 16.831 9.508 -18.280 1.1 -0.6 0.1 -0.33
C 17.971 8.735 -18.566 -0.5 0.5 0.0 -0.36
H 16.566 6.247 -20.256 -0.6 -0.2 0.0 0.37
H 14.435 7.712 -19.722 0.1 -0.6 -0.1 0.35
H 14.785 9.727 -18.288 -0.5 -0.2 -0.5 0.34
H 16.880 10.465 -17.782 0.5 0.0 0.2 0.33
H 18.945 9.124 -18.309 0.1 -0.2 -0.1 0.36
```
Positions in Å, forces in eV/Å.

> What is the formula in the second record?

C24H20F4In